Record 1
7
Properties=species:S:1:pos:R:3:lowdin_charge:R:1 method="wB97M-V/def2-TZVPD" lumo_energy_ha=-0.0565 smiles="O=NP[N+](=O)[O-]" de_lowest_ev=1.808 molar_mass_g_mol=107.99 homo_lumo_gap_ev=7.892
O 1.147 2.007 -0.024 -0.02
N 0.724 1.280 -0.909 -0.40
P 0.067 -0.211 -1.093 1.02
N -0.183 -1.061 0.835 -0.52
O 0.663 -1.470 1.572 0.03
O -1.384 -1.069 0.964 -0.05
H -1.035 0.525 -1.346 -0.06

Record 2
6
Properties=species:S:1:pos:R:3:lowdin_charge:R:1 method="wB97M-V/def2-TZVPD" lumo_energy_ha=-0.0237 smiles=OP(S)Cl de_lowest_ev=1.253 molar_mass_g_mol=116.51 homo_lumo_gap_ev=9.123
O 0.939 -1.005 -0.050 -0.50
P -0.152 0.022 -0.572 0.41
S -1.524 -0.223 0.948 0.48
Cl 1.345 1.940 0.212 -0.22
H 1.701 -1.109 -0.755 0.13
H -2.309 0.376 0.217 -0.28

Record 3
50
Properties=species:S:1:pos:R:3:lowdin_charge:R:1 method="wB97M-V/def2-TZVPD" lumo_energy_ha="-0.0165 / -0.0155" de_lowest_ev=0.000 s_squared=15.7616 molar_mass_g_mol=625.60 spin_multiplicity=8 homo_lumo_gap_ev="6.760 / 6.874"
C -2.232 -3.099 -1.968 -0.09
C -0.910 -2.692 -2.144 -0.06
C -0.333 -1.708 -1.302 -0.31
C -1.142 -1.108 -0.354 -0.28
C -2.466 -1.490 -0.191 -0.39
C -3.020 -2.513 -0.979 -0.06
C 1.113 -1.334 -1.483 -0.19
C 1.330 -0.575 -2.827 -0.19
N 0.758 0.745 -2.860 -0.30
Eu 0.102 -0.807 1.849 1.31
C -3.318 -0.776 0.826 -0.35
P -2.432 0.814 1.201 0.77
H -0.287 -3.148 -2.920 0.11
H -4.062 -2.790 -0.805 0.10
H -2.663 -3.871 -2.609 0.10
H -3.416 -1.339 1.774 0.08
H -4.326 -0.537 0.448 0.09
H 1.497 -0.700 -0.663 0.04
H 1.743 -2.241 -1.516 0.10
H 2.417 -0.471 -2.995 0.12
C -3.742 1.590 2.197 -0.32
C -2.802 1.649 -0.388 -0.26
H 0.905 -1.162 -3.658 0.12
C -0.418 1.020 -3.628 -0.10
C 1.531 1.860 -2.389 -0.10
H 0.183 1.677 1.828 -0.01
H -0.164 1.268 -4.676 0.08
H -1.088 0.144 -3.626 0.09
H -0.938 1.888 -3.193 0.07
H 2.068 2.357 -3.220 0.08
H 0.862 2.609 -1.936 0.08
H 2.267 1.527 -1.640 0.08
H -3.887 1.709 -0.553 0.05
H -2.373 2.657 -0.343 0.04
H -2.335 1.118 -1.222 0.02
H -4.732 1.372 1.767 0.04
H -3.674 1.203 3.221 0.03
H -3.557 2.671 2.210 0.04
H 0.800 1.604 1.434 0.05
Cl 3.978 -1.425 0.477 0.67
C 3.819 -0.628 2.006 -0.74
C 2.558 -0.365 2.510 -0.35
C 2.391 0.221 3.742 -0.72
Cl 0.741 0.386 4.392 0.55
C 3.506 0.682 4.483 -0.72
Cl 3.264 1.545 5.936 0.68
C 4.808 0.426 3.985 -0.71
Cl 6.169 0.913 4.891 0.69
C 4.972 -0.252 2.745 -0.71
Cl 6.536 -0.625 2.166 0.68

Record 4
16
Properties=species:S:1:pos:R:3:lowdin_charge:R:1 method="wB97M-V/def2-TZVPD" lumo_energy_ha=-0.1850 smiles=C#[N+][C@](C)(F)CC total_charge=+1 de_lowest_ev=2.408 molar_mass_g_mol=102.13 homo_lumo_gap_ev=10.720
C 0.807 -1.626 -1.631 0.34
N 0.727 -0.824 -0.850 0.19
C 0.395 -0.014 0.252 -0.41
C 2.015 0.712 0.332 0.11
F 0.367 -0.959 1.233 0.08
C -0.913 0.705 0.066 -0.14
C -2.081 -0.192 0.522 -0.06
H 1.117 -2.070 -2.573 0.16
H 1.790 1.634 -0.084 0.05
H 2.192 0.813 1.341 0.05
H 2.872 0.172 -0.197 0.12
H -1.032 1.515 0.785 0.13
H -1.164 1.198 -0.923 0.16
H -2.118 -0.973 -0.185 0.06
H -1.984 -0.483 1.539 0.08
H -2.989 0.391 0.372 0.10

Record 5
52
Properties=species:S:1:pos:R:3:lowdin_charge:R:1 method="wB97M-V/def2-TZVPD" lumo_energy_ha="-0.5109 / -0.5288" total_charge=+4 de_lowest_ev=0.374 s_squared=3.7818 molar_mass_g_mol=599.78 spin_multiplicity=4 homo_lumo_gap_ev="6.191 / 5.937"
Re -0.041 -0.153 0.296 1.10
C -1.892 3.017 -3.595 0.02
N -2.216 1.635 -3.372 -0.09
C -3.189 0.943 -4.023 0.06
C -3.214 -0.317 -3.514 0.04
N -2.242 -0.408 -2.531 0.04
C -1.645 0.828 -2.461 -0.56
S -0.393 1.400 -1.437 0.79
C -2.048 -1.559 -1.745 -0.17
C -2.648 -2.751 -2.172 0.07
C -2.684 -3.863 -1.350 0.07
C -2.082 -3.779 -0.096 0.03
C -1.413 -2.621 0.222 -0.12
N -1.355 -1.523 -0.575 -0.08
H -2.490 3.405 -4.418 0.13
H -0.837 3.140 -3.844 0.12
H -2.108 3.606 -2.701 0.12
H -3.814 1.374 -4.786 0.17
H -3.887 -1.111 -3.772 0.15
H -3.085 -2.830 -3.155 0.14
H -3.188 -4.767 -1.665 0.16
H -2.117 -4.605 0.598 0.15
H -0.883 -2.555 1.173 0.12
C 2.204 -3.088 -0.241 0.03
C 2.683 -1.698 -0.300 -0.31
N 1.931 -0.573 -0.260 -0.13
C 2.803 0.486 -0.370 -0.12
C 4.078 0.001 -0.462 0.01
N 3.971 -1.354 -0.421 0.18
H 1.138 -3.146 -0.443 0.06
H 2.411 -3.527 0.738 0.12
H 2.739 -3.701 -0.966 0.12
H 2.480 1.513 -0.404 0.11
H 5.012 0.523 -0.555 0.15
H 4.750 -2.002 -0.482 0.21
C 0.202 3.227 6.772 0.03
C -0.512 2.172 6.047 -0.19
C -1.533 1.419 6.612 0.12
C -2.180 0.417 5.866 -0.22
N -1.764 0.208 4.603 0.15
C -0.813 0.909 4.085 -0.66
S -0.321 0.537 2.453 0.70
N -0.171 1.896 4.755 0.16
C -3.260 -0.398 6.410 0.02
H -0.172 3.319 7.789 0.12
H 0.098 4.198 6.279 0.12
H 1.276 3.025 6.817 0.12
H -1.829 1.602 7.633 0.15
H 0.566 2.444 4.313 0.18
H -3.480 -0.153 7.447 0.11
H -3.016 -1.460 6.333 0.12
H -4.169 -0.265 5.815 0.12